[1]
Entry from OMol25: C4H6N2O in the gas phase (the ωB97M-V functional and the def2-TZVPD basis).

Geometry (Å):
1 C -1.06245 1.81187 -0.21609
2 C -0.35864 0.50794 -0.06247
3 N -0.15854 -0.37124 -0.94849
4 C 0.57238 -1.44825 -0.26406
5 C 0.84996 -1.02993 1.19062
6 O 1.72988 -1.75441 -0.98926
7 N 0.21778 0.13133 1.20818
8 H -1.47111 1.88277 -1.22494
9 H -0.36252 2.64017 -0.05673
10 H -1.87538 1.91238 0.51110
11 H -0.11767 -2.30759 -0.20325
12 H 1.86693 -2.70686 -0.96775
13 H 0.16939 0.73183 2.02314

Calculated values
**HOMO-LUMO gap**: 9.5 eV
**Energy above the lowest of the compared OMol25 structures with the same formula, charge and spin**: 267.23 kJ/mol
**Molecular weight**: 98.10 g/mol
**Total energy**: -340.6931 a.u.
**HOMO**: -8.86 eV
**Charge**: 0

[2]
Entry from OMol25: C4H6N2O in the gas phase (the ωB97M-V functional and the def2-TZVPD basis).

Geometry (Å):
1 C -0.89164 1.96728 -0.80819
2 C -0.39853 0.75200 -0.37442
3 N -0.18248 -0.35973 -1.13743
4 C 0.45424 -1.38041 -0.41308
5 C 0.56055 -0.91455 0.84863
6 O 0.98284 -1.45250 2.01320
7 N 0.07078 0.37403 0.87607
8 H -1.92783 2.10264 -1.06820
9 H -0.31924 2.85400 -0.60587
10 H -0.22837 -0.24194 -2.13494
11 H 0.78576 -2.31332 -0.84190
12 H 1.29216 -2.35358 1.85715
13 H -0.15410 0.88458 1.71424

Calculated values
**HOMO-LUMO gap**: 6.8 eV
**Energy above the lowest of the compared OMol25 structures with the same formula, charge and spin**: 258.57 kJ/mol
**Molecular weight**: 98.10 g/mol
**Total energy**: -340.6964 a.u.
**HOMO**: -6.30 eV
**Charge**: 0